Entry 1:
76
Properties=species:S:1:pos:R:3 method="wB97M-V/def2-TZVPD" energy_ev=-49753.80922 fmax_ev_per_a=2.88 e_lumo_ha=-0.42496 multiplicity=1 relative_energy_ev=0.000 total_charge=+2
In 1.73019 -1.06178 1.39895
B -0.33456 0.48029 0.04543
H -0.52850 0.96063 1.09848
H -0.89443 1.16006 -0.76515
H 0.85356 0.62314 -0.20429
H -0.53922 -0.68527 -0.06242
C 2.85737 -1.67444 -2.29817
C 1.40159 -2.05955 -2.30869
O 0.94319 -2.69681 -1.10002
O 3.11699 -0.65101 -1.32169
H 3.26259 -1.39436 -3.26929
H 3.36301 -2.60688 -2.00883
H 1.10709 -2.66246 -3.16543
H 0.85483 -1.11116 -2.38854
H 0.65440 -3.56416 -1.40268
H 3.99984 -0.33306 -1.54297
C -4.83992 2.67752 -0.24002
C -3.79560 1.67594 -0.69185
O -3.02169 1.26786 0.43437
O -5.81581 2.04293 0.60132
H -5.23064 3.24794 -1.08296
H -4.36353 3.35818 0.47150
H -3.17912 2.12846 -1.47433
H -4.30647 0.79244 -1.09979
H -2.19916 0.90105 0.06050
H -5.89131 2.62351 1.36089
C 0.48123 -4.80218 2.04922
C -0.50954 -4.13108 1.15330
O -0.56783 -2.76195 1.48739
O 1.76564 -4.15414 1.84117
H 0.61258 -5.87116 1.88415
H 0.20640 -4.61487 3.09133
H -1.48305 -4.60564 1.30291
H -0.29172 -4.30041 0.10233
H -1.37546 -2.56312 1.96892
H 2.46027 -4.63599 2.30213
C 0.54143 0.93340 4.61591
C -0.73404 0.80021 3.82319
O -0.80707 -0.39465 3.10449
O 1.62640 0.81677 3.63816
H 0.77231 0.03870 5.19721
H 0.69875 1.84493 5.18273
H -0.72841 1.64287 3.11967
H -1.57237 0.94745 4.51191
H -1.57608 -0.54835 2.55153
H 1.96000 1.71082 3.49025
C 4.64211 1.59250 1.34573
C 3.61396 2.35490 0.55747
O 2.35498 2.15896 1.17680
O 4.36762 0.17797 1.18904
H 4.53733 1.90807 2.38762
H 5.67682 1.74730 1.04266
H 3.57837 1.98840 -0.47451
H 3.87199 3.41510 0.50021
H 1.71374 2.79840 0.83492
H 5.20802 -0.28779 1.26378
C 0.70245 5.08178 -1.18726
C 0.04351 3.76555 -1.48443
O 1.01306 2.72117 -1.43092
O 0.88179 5.13408 0.24660
H 0.02286 5.88352 -1.48819
H 1.67385 5.16350 -1.67355
H -0.33057 3.77373 -2.52128
H -0.85553 3.39949 -0.97233
H 0.70927 2.02031 -0.83427
H 1.47990 5.88437 0.34228
C -2.87957 -3.53555 -3.91001
C -2.47738 -2.12967 -3.55067
O -2.74789 -1.82243 -2.19521
O -2.00254 -4.45786 -3.26756
H -2.87116 -3.66706 -4.99448
H -3.89770 -3.70310 -3.54190
H -2.79975 -1.32066 -4.20528
H -1.37984 -2.18273 -3.64286
H -2.07036 -1.35125 -1.71453
H -2.46348 -5.30158 -3.26008



Entry 2:
82
Properties=species:S:1:pos:R:3 method="wB97M-V/def2-TZVPD" energy_ev=-52507.29980 fmax_ev_per_a=8.92 e_lumo_ha="0.08082 / 0.07938" multiplicity=2 relative_energy_ev=0.000 total_charge=-1
C 3.39418 -0.37737 -3.27022
O 2.96627 0.71352 -3.05838
N 2.87820 -1.46634 -2.72369
N 4.37501 -0.56734 -4.18191
H 3.13150 -2.42158 -2.93215
H 2.08776 -1.27902 -2.12351
H 4.32179 0.17591 -4.86370
H 4.87590 -1.43325 -4.32127
C -2.03521 4.97131 -1.89203
O -1.92690 6.13311 -2.17117
N -3.00949 4.26942 -2.24474
N -1.24362 4.31280 -1.03740
H -3.67375 4.63497 -2.91199
H -2.94119 3.26496 -2.32550
H -1.45761 3.35354 -0.80472
H -0.48948 4.76195 -0.53777
C 2.04140 4.74113 -1.52289
O 1.60739 5.19547 -2.55968
N 1.97872 5.38681 -0.34992
N 2.65605 3.61716 -1.38350
H 2.43645 5.02664 0.47524
H 1.55450 6.29959 -0.43344
H 2.88545 3.16079 -2.25482
H 2.95900 3.41512 -0.44142
C 0.12527 -0.37166 -0.94980
O 0.64562 -1.44874 -0.89317
N -1.13341 -0.18050 -0.90405
N 0.68230 0.79466 -0.94266
H -1.70132 -1.01389 -0.84878
H -1.58670 0.71135 -0.76535
H 1.67351 0.75159 -1.13170
H 0.11326 1.62830 -0.97911
C -2.88562 1.94841 0.69747
O -3.45659 1.61999 -0.29746
N -2.66148 3.21825 1.04828
N -2.48072 1.12435 1.63160
H -2.12607 3.43486 1.87683
H -2.78994 3.98982 0.40932
H -2.60279 0.15524 1.37468
H -1.75713 1.51956 2.21497
C 1.81700 -4.17481 0.77353
O 2.13168 -5.22415 1.20554
N 1.76210 -3.85280 -0.47380
N 1.24787 -3.27602 1.50652
H 2.01191 -4.52764 -1.18252
H 1.56335 -2.91485 -0.79136
H 0.85279 -2.49764 0.99845
H 1.10532 -3.26726 2.50638
C 0.15966 0.37115 3.77656
C 1.14305 1.13969 2.90602
C 2.14396 0.29046 2.12987
O 2.99646 1.13781 1.36498
C 4.04858 0.44530 0.83224
N 0.42979 1.94878 1.97552
H -0.51059 1.03220 4.32601
H 0.74771 -0.15504 4.52850
H -0.40573 -0.42346 3.28972
H 1.80946 1.72753 3.53723
H 1.62440 -0.45452 1.52724
H 2.64144 -0.27141 2.92038
H 4.53082 -0.20157 1.56511
H 4.69432 1.24901 0.47846
H 3.68846 -0.09741 -0.04177
H 1.05583 2.11388 1.20034
H 0.22126 2.82171 2.43879
C -2.20812 -3.81380 -1.57434
C -2.95848 -3.66435 -0.28035
C -2.08826 -3.97950 0.91656
O -2.89763 -3.90423 2.09668
C -3.87485 -4.89710 2.28499
N -3.42424 -2.32469 -0.41798
H -2.10530 -4.89870 -1.59698
H -1.28942 -3.22744 -1.55811
H -2.66803 -3.48972 -2.50791
H -3.78520 -4.37419 -0.25215
H -1.33705 -3.22957 1.16433
H -1.67301 -4.98295 0.82305
H -4.29564 -4.95417 3.28887
H -3.53929 -5.90382 2.03597
H -4.69392 -4.58454 1.63726
H -3.94517 -2.32705 -1.28328
H -4.15778 -2.15402 0.25498



Entry 3:
69
Properties=species:S:1:pos:R:3 method="wB97M-V/def2-TZVPD" energy_ev=-33686.72397 fmax_ev_per_a=2.92 e_lumo_ha=-0.00064 multiplicity=1 smiles=CCO.CCO.CCO.CCO.CCO.CO.CO.CO.CO relative_energy_ev=4.056
C 12.66200 -17.91000 14.04100
C 11.22800 -18.52500 14.03900
O 10.27300 -17.61900 13.47500
H 13.41800 -18.54400 14.47100
H 12.75200 -17.02100 14.61000
H 12.98200 -17.69800 12.98900
H 10.80300 -18.81400 14.96600
H 11.06800 -19.40600 13.41200
H 10.35100 -17.75000 12.52900
C 15.09400 -17.13300 9.19600
C 14.80700 -16.27200 10.43800
O 15.93200 -16.24400 11.28300
H 14.29700 -17.14500 8.47300
H 15.31900 -18.14000 9.43100
H 16.00400 -16.70500 8.74600
H 13.96300 -16.72600 10.88000
H 14.71300 -15.28300 10.00000
H 15.76700 -15.84900 12.12600
C 8.00800 -17.74000 16.21300
C 7.52900 -16.92600 17.36000
O 8.05600 -15.58700 17.42900
H 9.13800 -17.61300 16.13000
H 7.65000 -17.42400 15.25300
H 7.85900 -18.83700 16.36700
H 7.78600 -17.40100 18.35500
H 6.46000 -16.83200 17.28100
H 8.73100 -15.48300 16.80100
C 7.98300 -20.11200 13.13700
C 7.82300 -19.57100 11.69700
O 6.56200 -19.01000 11.60100
H 7.91400 -19.34000 13.91500
H 8.92700 -20.59500 13.26400
H 7.14100 -20.77500 13.36100
H 7.67100 -20.33000 10.99300
H 8.63900 -18.83100 11.43400
H 6.58200 -18.06100 11.61000
C 11.36500 -15.64800 16.74400
C 10.94600 -14.79200 15.55500
O 9.75300 -15.30800 15.03700
H 11.39600 -16.70500 16.47300
H 10.76100 -15.42400 17.62500
H 12.32900 -15.46600 17.17400
H 11.61900 -14.90000 14.65400
H 10.83000 -13.72000 15.70600
H 10.00700 -15.97600 14.44200
C 11.30900 -18.47900 10.47700
O 10.53500 -17.36900 10.60500
H 11.10200 -18.96600 9.58300
H 11.27100 -19.20700 11.31700
H 12.35000 -18.19200 10.40500
H 11.02900 -16.55600 10.40500
C 7.43000 -16.22200 12.41800
O 6.18400 -16.27800 11.78700
H 7.63100 -15.26800 12.82300
H 8.37100 -16.28900 11.83100
H 7.42000 -16.94500 13.29700
H 6.04500 -15.54100 11.21200
C 14.58400 -14.35000 14.30200
O 15.55400 -14.35900 13.28100
H 14.63500 -15.28600 14.85300
H 13.55300 -14.36000 13.85000
H 14.63600 -13.45200 14.89700
H 15.48400 -13.44900 12.85900
C 11.54700 -14.90200 11.74100
O 11.77900 -14.89500 10.38100
H 10.59400 -15.31800 11.95600
H 11.58700 -13.92600 12.12600
H 12.25900 -15.52800 12.30200
H 12.18500 -14.03100 10.27400



What did the first record say?
76
Properties=species:S:1:pos:R:3 method="wB97M-V/def2-TZVPD" energy_ev=-49753.80922 fmax_ev_per_a=2.88 e_lumo_ha=-0.42496 multiplicity=1 relative_energy_ev=0.000 total_charge=+2
In 1.73019 -1.06178 1.39895
B -0.33456 0.48029 0.04543
H -0.52850 0.96063 1.09848
H -0.89443 1.16006 -0.76515
H 0.85356 0.62314 -0.20429
H -0.53922 -0.68527 -0.06242
C 2.85737 -1.67444 -2.29817
C 1.40159 -2.05955 -2.30869
O 0.94319 -2.69681 -1.10002
O 3.11699 -0.65101 -1.32169
H 3.26259 -1.39436 -3.26929
H 3.36301 -2.60688 -2.00883
H 1.10709 -2.66246 -3.16543
H 0.85483 -1.11116 -2.38854
H 0.65440 -3.56416 -1.40268
H 3.99984 -0.33306 -1.54297
C -4.83992 2.67752 -0.24002
C -3.79560 1.67594 -0.69185
O -3.02169 1.26786 0.43437
O -5.81581 2.04293 0.60132
H -5.23064 3.24794 -1.08296
H -4.36353 3.35818 0.47150
H -3.17912 2.12846 -1.47433
H -4.30647 0.79244 -1.09979
H -2.19916 0.90105 0.06050
H -5.89131 2.62351 1.36089
C 0.48123 -4.80218 2.04922
C -0.50954 -4.13108 1.15330
O -0.56783 -2.76195 1.48739
O 1.76564 -4.15414 1.84117
H 0.61258 -5.87116 1.88415
H 0.20640 -4.61487 3.09133
H -1.48305 -4.60564 1.30291
H -0.29172 -4.30041 0.10233
H -1.37546 -2.56312 1.96892
H 2.46027 -4.63599 2.30213
C 0.54143 0.93340 4.61591
C -0.73404 0.80021 3.82319
O -0.80707 -0.39465 3.10449
O 1.62640 0.81677 3.63816
H 0.77231 0.03870 5.19721
H 0.69875 1.84493 5.18273
H -0.72841 1.64287 3.11967
H -1.57237 0.94745 4.51191
H -1.57608 -0.54835 2.55153
H 1.96000 1.71082 3.49025
C 4.64211 1.59250 1.34573
C 3.61396 2.35490 0.55747
O 2.35498 2.15896 1.17680
O 4.36762 0.17797 1.18904
H 4.53733 1.90807 2.38762
H 5.67682 1.74730 1.04266
H 3.57837 1.98840 -0.47451
H 3.87199 3.41510 0.50021
H 1.71374 2.79840 0.83492
H 5.20802 -0.28779 1.26378
C 0.70245 5.08178 -1.18726
C 0.04351 3.76555 -1.48443
O 1.01306 2.72117 -1.43092
O 0.88179 5.13408 0.24660
H 0.02286 5.88352 -1.48819
H 1.67385 5.16350 -1.67355
H -0.33057 3.77373 -2.52128
H -0.85553 3.39949 -0.97233
H 0.70927 2.02031 -0.83427
H 1.47990 5.88437 0.34228
C -2.87957 -3.53555 -3.91001
C -2.47738 -2.12967 -3.55067
O -2.74789 -1.82243 -2.19521
O -2.00254 -4.45786 -3.26756
H -2.87116 -3.66706 -4.99448
H -3.89770 -3.70310 -3.54190
H -2.79975 -1.32066 -4.20528
H -1.37984 -2.18273 -3.64286
H -2.07036 -1.35125 -1.71453
H -2.46348 -5.30158 -3.26008